No. 1
11
Properties=species:S:1:pos:R:3:forces:R:3:lowdin_charge:R:1 method="wB97M-V/def2-TZVPD" relative_energy_kj_mol=429.2 largest_force_ha_per_bohr=0.0094 gap_ev=8.310 e_homo_ev=-9.27
C -1.350136 -0.339310 -0.564194 0.0963 0.0074 -0.0460 0.122
C -0.041848 -0.194265 -0.316192 -0.3492 0.0579 -0.0593 -0.382
C 0.577733 0.893737 0.484946 0.1316 -0.1909 -0.4237 0.009
O 1.873143 0.612931 0.353272 -0.1002 0.0716 -0.0580 -0.030
C 2.029365 -0.528290 -0.455923 -0.0754 -0.2701 -0.1445 -0.157
N 0.954873 -1.065179 -0.843380 0.3432 0.1922 0.1834 0.125
H -1.997176 0.989637 1.713621 -0.0808 0.1503 0.3095 0.047
H -1.735705 -1.212559 -1.079980 0.1921 0.1230 -0.1644 0.081
H -2.064155 0.417666 -0.265453 0.1935 -0.1750 0.1337 0.042
H -1.295607 1.235297 1.649326 -0.2777 0.0799 0.1801 0.009
H 3.049516 -0.809663 -0.676042 -0.0733 -0.0464 0.0892 0.134

---

No. 2
11
Properties=species:S:1:pos:R:3:forces:R:3:lowdin_charge:R:1 method="wB97M-V/def2-TZVPD" relative_energy_kj_mol=399.0 largest_force_ha_per_bohr=0.0086 gap_ev=8.505 e_homo_ev=-7.90
O 2.168646 -0.302128 0.380200 0.0759 0.1204 0.1152 0.032
C 0.862492 0.010297 0.204431 -0.0302 -0.2033 0.1401 -0.476
C 0.019926 -0.735207 -0.712355 0.0200 0.0776 0.0211 -0.074
N -1.229314 -0.345301 -0.413647 -0.0066 0.0083 -0.0010 0.012
C -1.174520 0.608552 0.622879 -0.1267 0.1003 0.0613 -0.175
C 0.091146 0.875856 1.070189 -0.1367 -0.2598 -0.3328 -0.035
H 2.449598 0.303245 1.084699 0.0848 -0.0716 -0.0696 0.108
H 0.275182 -1.463185 -1.469701 -0.0126 0.0526 0.1210 0.144
H -2.027573 -0.530181 -1.003174 0.0687 0.0262 0.0756 0.148
H -2.127271 1.011206 0.951768 0.1530 -0.0214 -0.0608 0.088
H 0.702170 0.479709 -0.961478 -0.0897 0.1708 -0.0700 0.228

---

No. 3
11
Properties=species:S:1:pos:R:3:forces:R:3:lowdin_charge:R:1 method="wB97M-V/def2-TZVPD" smiles="C/C(C#N)=C/O" relative_energy_kj_mol=290.9 largest_force_ha_per_bohr=0.0621 gap_ev=9.473 e_homo_ev=-8.95
C 1.088993 0.348210 -0.749243 1.6528 1.6764 0.7630 -0.067
C 0.253629 0.098463 0.524070 -0.7663 -0.9222 -1.6218 -0.277
C -0.615702 1.160038 0.933046 -0.6288 0.3764 0.3171 -0.216
N -1.352973 1.989207 1.286139 0.8304 -0.9121 -0.3847 0.153
C -0.242134 -1.098431 0.196031 -1.0948 -1.0425 1.4673 -0.203
O -1.512848 -1.384686 0.224255 -1.2660 -0.5947 0.5410 0.108
H 1.725703 -0.415795 -1.205213 -0.5499 -0.3128 0.5491 0.091
H 0.521379 0.867642 -1.535442 0.2370 -0.0679 0.4724 0.099
H 1.700087 0.941973 -0.124060 2.0784 1.9053 -1.5028 0.055
H 0.375176 -1.951846 -0.045904 0.0739 0.1398 -0.5514 0.143
H -1.941310 -0.554776 0.496322 -0.5666 -0.2458 -0.0491 0.114